# 1
C3H2AuFO3 | ωB97M-V/def2-TZVPD

Each line ends with the Löwdin spin population.
Element x y z (Å)
C 1.1246 0.4452 -0.7657  0.016
C 0.8501 1.3890 0.3391  0.177
O -0.2347 0.7457 0.9741  0.401
C -0.5958 -0.3188 0.3265  0.021
O 0.2839 -0.5212 -0.7607  -0.007
O -1.4555 -1.0923 0.5927  0.326
Au -2.3863 -2.4260 0.4177  0.918
F 1.8290 0.6441 -1.7658  0.020
H 0.5991 2.4068 -0.0019  0.041
H 1.8547 1.2352 0.8697  0.087

Summary:
E_HOMO (alpha / beta) = -34.55 / -34.20 eV
charge = +4
orbital gap (alpha / beta) = 12.91 / 6.46 eV
multiplicity = 3


# 2
C4H7FN2S | ωB97M-V/def2-TZVPD

Each line ends with the Mulliken charge.
Element x y z (Å)
C -2.7339 0.6568 0.3952  -0.982
C -1.6091 -0.2895 -0.0666  0.494
C -0.2985 0.1142 -0.2181  -0.380
C 1.8014 -0.8020 -0.9312  0.114
H -3.5815 0.6005 -0.3098  0.288
H -3.2323 0.4069 1.3353  0.271
H -2.2932 1.6446 0.4017  0.281
H -0.0164 1.1347 -0.1200  0.324
H 2.3277 -1.5256 -1.6137  0.288
H 3.7454 -0.3418 -0.3027  0.283
H 2.2868 -0.1261 1.9095  0.141
N 0.5203 -0.8114 -0.9581  -0.414
N 2.7643 -0.0185 -0.2772  -0.270
F -2.0844 -1.5228 -0.3057  -0.244
S 2.4034 0.8800 1.0615  -0.194

Summary:
E_HOMO = -8.19 eV
charge = 0
ΔE to the lowest compared entry with this formula, charge and spin = 2.045 eV
orbital gap = 8.76 eV


# 3
C9H15N | ωB97M-V/def2-TZVPD

Each line ends with the Mulliken charge.
Element x y z (Å)
C 0.5706 1.0929 -0.1036  0.798
C 1.7128 0.2576 0.4738  -1.504
C 0.8232 2.5864 0.1221  -1.617
C -0.2413 -2.1663 -2.2693  -1.251
C -0.7907 0.7125 0.4668  1.549
C -0.3363 -2.4591 -0.8519  0.020
C -1.8155 0.1217 -0.4315  -0.894
C -0.8876 0.4117 1.9344  -1.374
C -0.2732 -2.7325 0.3166  -0.087
N -1.9816 1.3460 -0.1947  -0.775
H 0.5317 0.9225 -1.1865  0.220
H -2.3241 -0.6857 -0.9027  0.428
H 1.5203 -0.8049 0.3436  0.253
H 1.8386 0.4518 1.5362  0.303
H 2.6420 0.5073 -0.0322  0.451
H 1.7301 2.8979 -0.3908  0.434
H -0.0096 3.1687 -0.2637  0.410
H 0.9383 2.8005 1.1813  0.322
H 0.6259 -2.6648 -2.7000  0.319
H -0.1318 -1.0946 -2.4321  0.280
H -1.1416 -2.4999 -2.7849  0.340
H -1.9245 0.4484 2.2616  0.501
H -0.3349 1.1452 2.5186  0.301
H -0.5036 -0.6127 2.1072  0.158
H -0.2373 -3.1505 1.2815  0.414

Summary:
E_HOMO = -9.15 eV
charge = 0
ΔE to the lowest compared entry with this formula, charge and spin = 3.921 eV
orbital gap = 10.06 eV


# 4
C8H10F4N2 | ωB97M-V/def2-TZVPD

Each line ends with the Mulliken charge.
Element x y z (Å)
C 0.8944 1.9941 -0.5773  -0.459
C 1.3632 0.7996 -1.2526  -0.807
C 0.1053 1.9433 0.5225  -0.680
C 1.0351 -0.4146 -0.7984  1.066
C 0.1951 -0.7044 0.3487  0.614
C -0.3921 0.6494 0.8690  0.749
C 1.7483 -1.4962 -1.4934  -1.806
C -0.7579 -1.9184 0.2688  -1.613
N -2.4039 0.6881 0.1867  0.045
N -0.6821 0.5779 2.2594  0.083
F -2.7185 2.1036 0.3098  -0.245
F -2.2196 0.5837 -1.1563  -0.167
F -1.1197 1.7965 2.7404  -0.198
F -1.7683 -0.2495 2.5746  -0.188
H 1.2678 3.0375 -0.8132  0.308
H 2.0841 0.9684 -2.0601  0.340
H -0.2916 2.8495 1.0616  0.342
H 0.8215 -1.1779 1.0617  0.291
H 1.2790 -2.4824 -1.2254  0.335
H 2.7958 -1.6816 -1.0973  0.327
H 1.9854 -1.3464 -2.5647  0.392
H -0.5976 -2.6968 0.9335  0.434
H -0.9123 -2.2699 -0.7780  0.377
H -1.7114 -1.5535 0.6798  0.462

Summary:
E_HOMO (alpha / beta) = -8.31 / -8.31 eV
charge = 0
ΔE to the lowest compared entry with this formula, charge and spin = 7.982 eV
orbital gap (alpha / beta) = 7.45 / 7.45 eV


# 5
C26H16N5O3Pt | ωB97M-V/def2-TZVPD

Each line ends with the Mulliken charge.
Element x y z (Å)
Pt -0.2963 1.8608 0.7346  0.479
O 3.1799 1.1518 2.6497  -0.735
C 2.0593 1.2003 2.1726  0.400
O 1.6734 1.9443 1.1987  -0.725
C 0.9657 0.3367 2.7896  0.535
C 1.2552 -0.4322 3.9330  -0.598
C 0.2774 -1.2104 4.4661  -0.638
C -0.9908 -1.2568 3.8415  1.145
C -2.0463 -2.0616 4.3306  -0.797
C -3.2495 -2.0934 3.6879  -0.506
C -3.4442 -1.3269 2.5191  -0.817
C -2.4463 -0.5366 2.0240  -0.635
C -1.2006 -0.4745 2.6858  0.092
N -0.2082 0.3352 2.1950  0.033
H 2.2526 -0.3562 4.3402  0.494
H 0.4512 -1.8046 5.3556  0.395
H -1.8767 -2.6505 5.2243  0.353
H -4.0546 -2.7091 4.0680  0.378
H -4.3968 -1.3642 2.0067  0.424
H -2.5809 0.0425 1.1222  0.717
O -2.2108 1.7176 0.0284  -0.481
N -3.1992 2.4731 0.3466  -0.231
C -3.1933 3.1999 1.4303  0.923
C -4.3744 3.9891 1.6427  0.017
N -5.3108 4.6278 1.8378  -0.528
C -2.2146 3.2337 2.4870  0.212
N -1.5717 3.2381 3.4424  -0.545
N -0.2194 3.4741 -0.3883  -0.896
C 0.0238 3.4344 -1.6266  0.363
C 0.3625 2.1892 -2.3964  0.249
C -0.4360 1.7778 -3.4589  -0.127
C -0.1518 0.6035 -4.1413  -0.770
C 0.9504 -0.1598 -3.7814  -0.343
C 1.7605 0.2540 -2.7322  -0.830
C 1.4662 1.4190 -2.0388  -0.032
C -0.0337 4.7135 -2.4157  0.270
C 0.6421 4.8636 -3.6236  -0.223
C 0.5967 6.0669 -4.3166  -0.719
C -0.1354 7.1318 -3.8152  -0.356
C -0.8184 6.9879 -2.6125  -0.596
C -0.7658 5.7909 -1.9190  -0.427
H -1.2941 2.3769 -3.7401  0.481
H -0.7932 0.2828 -4.9533  0.366
H 1.1758 -1.0750 -4.3154  0.368
H 2.6218 -0.3370 -2.4453  0.391
H 2.0798 1.7332 -1.2036  0.520
H 1.2139 4.0347 -4.0221  0.382
H 1.1357 6.1701 -5.2508  0.368
H -0.1769 8.0686 -4.3576  0.367
H -1.3969 7.8135 -2.2161  0.377
H -1.2820 5.6623 -0.9767  0.456

Summary:
E_HOMO = -5.08 eV
charge = -1
ΔE to the lowest compared entry with this formula, charge and spin = 0.202 eV
orbital gap = 6.99 eV


Values of max |F|, in order: 17.32 4.08 2.16 3.88 0.43, all in eV/A.